Record 1
C11H12N2O2 | ωB97M-V/def2-TZVPD

As for the energy above the lowest of the compared OMol25 structures with the same formula, charge and spin: 0.211 eV. The value obtained for the HOMO energy is -7.8735 eV. As for the strongest force on any atom: 0.0309 hartree/bohr. The calculation puts the total energy at -18677.78972 eV. The SMILES is N[C@@H](Cc1c[nH]c2ccccc12)C(=O)O. The frontier orbital gap comes out at 8.6 eV.

The geometry in XYZ format:
```
27
C11H12N2O2 ωB97M-V/def2-TZVPD
N -2.722 1.654 0.304
C -2.461 0.352 -0.268
C -1.242 -0.326 0.390
C 0.061 0.395 0.134
C 0.273 1.722 -0.106
N 1.641 1.940 -0.290
C 2.312 0.745 -0.151
C 3.670 0.466 -0.247
C 4.071 -0.842 -0.079
C 3.131 -1.857 0.186
C 1.786 -1.583 0.285
C 1.350 -0.253 0.116
C -3.687 -0.576 -0.180
O -4.733 -0.272 0.342
O -3.480 -1.767 -0.760
H -2.882 1.524 1.293
H -3.576 2.017 -0.077
H -2.250 0.475 -1.322
H -1.166 -1.337 0.003
H -1.419 -0.411 1.456
H -0.441 2.500 -0.140
H 2.024 2.826 -0.475
H 4.379 1.239 -0.442
H 5.131 -1.104 -0.141
H 3.473 -2.905 0.323
H 1.046 -2.368 0.508
H -4.288 -2.253 -0.664
```

---

Record 2
C11H12N2O4SeV | ωB97M-V/def2-TZVPD

As for the energy above the lowest of the compared OMol25 structures with the same formula, charge and spin: 0.762 eV. The value obtained for the HOMO energy (spin up / spin down) is -16.1385 / -16.0932 eV. As for the strongest force on any atom: 0.1745 hartree/bohr. The calculation puts the total energy at -113786.68083 eV. Its spin multiplicity is 4. Its charge is +2. The frontier orbital gap (spin up / spin down) comes out at 6.2 / 6.3 eV.

The geometry in XYZ format:
```
31
C11H12N2O4SeV ωB97M-V/def2-TZVPD
V -0.043 -0.083 -0.301
C 1.353 0.022 0.941
O 2.176 0.126 1.769
C 0.937 -0.670 -1.831
O 1.560 -1.057 -2.738
C -0.452 1.657 -0.996
O -0.720 2.712 -1.428
C -1.021 -1.722 -0.150
O -1.613 -2.728 -0.087
C -3.449 -0.063 -2.403
H -3.987 -0.797 -1.794
H -3.684 0.992 -2.224
C -2.567 -0.438 -3.338
H -2.042 0.298 -3.959
H -2.342 -1.494 -3.525
C -1.116 -1.333 3.835
N -0.717 0.063 3.819
C -0.106 0.689 4.894
C 0.106 1.982 4.540
N -0.356 2.128 3.236
C -0.224 3.338 2.447
C -0.939 0.965 2.820
Se -1.957 0.656 1.281
H -0.958 -1.688 4.863
H -0.505 -1.936 3.150
H -2.170 -1.431 3.544
H 0.091 0.151 5.805
H 0.520 2.814 5.084
H 0.077 4.144 3.134
H 0.546 3.222 1.663
H -1.176 3.591 1.960
```

---

Record 3
C11H12N2S2 | ωB97M-V/def2-TZVPD

As for the energy above the lowest of the compared OMol25 structures with the same formula, charge and spin: 1.878 eV. The value obtained for the HOMO energy is -6.2845 eV. As for the strongest force on any atom: 0.0648 hartree/bohr. The calculation puts the total energy at -36249.60311 eV. The frontier orbital gap comes out at 4.0 eV.

The geometry in XYZ format:
```
27
C11H12N2S2 ωB97M-V/def2-TZVPD
C 2.226 1.583 -1.910
C 1.549 2.439 -1.034
C 1.087 1.925 0.184
C 1.300 0.524 0.544
C 1.979 -0.301 -0.353
C 2.441 0.230 -1.579
N 0.738 0.329 1.781
C 0.214 1.544 2.147
N 0.406 2.532 1.207
H 2.594 1.965 -2.862
H 1.363 3.494 -1.253
H 2.137 -1.344 -0.083
H 2.979 -0.420 -2.293
H -0.306 1.729 3.088
C 0.725 -5.043 4.830
C -0.661 -4.548 4.462
S -0.825 -3.057 3.406
C 0.539 -2.111 3.553
S 1.741 -2.337 4.685
C 1.495 -3.944 5.536
H 0.596 -5.866 5.552
H 1.268 -5.461 3.976
H -1.186 -5.323 3.886
H -1.204 -4.313 5.388
H 0.642 -1.263 2.870
H 0.975 -3.701 6.474
H 2.521 -4.283 5.734
```

---

Record 4
C11H12N3S | ωB97M-V/def2-TZVPD

As for the energy above the lowest of the compared OMol25 structures with the same formula, charge and spin: 1.501 eV. The value obtained for the HOMO energy is -12.4465 eV. As for the strongest force on any atom: 0.0956 hartree/bohr. The calculation puts the total energy at -26897.90345 eV. Its charge is +1. The SMILES is [H]/N=C1/[C@H](c2cccnc2)C=[N+]2CSC[C@@H]12. The frontier orbital gap comes out at 7.6 eV.

The geometry in XYZ format:
```
27
C11H12N3S ωB97M-V/def2-TZVPD
H -0.070 2.851 -1.130
N 0.025 2.214 -0.364
C -0.562 1.116 -0.255
C 0.104 0.209 0.702
C 1.589 -0.129 0.581
C 2.619 0.641 1.068
C 3.859 0.418 0.647
C 4.119 -0.488 -0.424
N 3.093 -1.186 -0.920
C 1.901 -1.101 -0.422
C -0.792 -0.966 0.741
N -1.786 -0.883 -0.116
C -2.993 -1.560 0.035
S -4.090 -0.070 0.605
C -3.167 1.013 -0.669
C -1.788 0.408 -0.858
H 0.006 0.728 1.660
H 2.410 1.288 1.888
H 4.747 0.729 1.277
H 5.146 -0.697 -0.708
H 1.126 -1.768 -0.780
H -0.808 -1.832 1.388
H -3.352 -1.952 -0.833
H -2.855 -2.151 0.910
H -3.090 2.089 -0.547
H -3.780 0.846 -1.515
H -1.607 0.232 -1.962
```